156
Properties=species:S:1:pos:R:3:mulliken_charge:R:1 method="wB97M-V/def2-TZVPD" total_charge=+1 homo_ev=-11.6 energy_ha=-5303.3974 orbital_gap_ev=7.77
C -0.37 -1.80 -6.10 -0.885
O -1.94 -1.52 0.38 -0.520
C 2.38 4.70 1.56 -0.467
C -2.32 0.82 -7.18 -0.205
O 1.62 6.93 -2.11 -0.492
O -0.29 -2.95 0.85 -0.298
N -3.13 -0.21 -1.94 0.106
H -4.35 1.74 0.00 0.317
H -4.00 -3.85 -0.79 0.171
O 4.12 1.58 5.63 -0.501
P 0.88 2.59 1.42 0.621
H -0.53 2.21 -11.52 0.309
H -2.79 0.68 -8.13 0.511
H -1.15 -9.60 3.31 0.187
H -0.40 -5.64 2.68 0.268
H -3.40 -3.94 -5.11 -0.020
O 3.54 9.93 -5.07 -0.520
O 2.42 -6.56 2.25 -0.557
O 4.73 8.94 12.77 -0.527
C 0.23 -5.95 1.85 -0.897
H 0.84 9.38 -2.37 0.309
O -5.45 -2.04 -6.17 -0.540
H 0.12 -2.58 -6.68 0.460
O -1.29 -9.14 6.29 -0.508
H 6.13 6.30 13.02 0.291
H 5.19 6.26 11.50 0.250
O 1.03 1.28 2.32 -0.384
C -2.16 -9.99 3.30 -0.441
H -1.07 2.15 -4.48 0.655
H -3.89 -0.43 -2.57 0.393
H -0.97 -3.25 1.47 0.390
O 8.34 -2.91 8.00 -0.522
H 1.13 8.66 -3.98 0.264
C -1.80 1.14 -6.16 -1.435
H -4.43 3.09 -3.44 0.525
C -4.47 -3.92 -5.24 -0.460
N 1.26 -6.87 2.39 0.961
H -3.80 -2.69 0.55 0.117
H 3.00 0.84 3.42 -0.157
H -1.45 1.14 2.48 -0.157
O 6.70 -4.31 8.15 -0.528
N -3.02 -9.09 2.49 0.895
H 2.31 9.80 -3.28 0.341
H -0.59 -4.32 -4.33 0.289
O -0.22 3.49 1.82 -0.788
O 6.52 8.47 11.67 -0.527
H -0.45 0.26 0.35 0.258
H -2.65 -0.36 -4.30 0.374
H -3.48 0.03 -1.02 0.081
H -4.25 -4.39 0.90 0.400
C -0.68 -0.82 -2.14 0.091
H 1.79 5.06 2.39 0.361
C 1.59 9.03 -3.07 -0.769
H -0.15 1.17 -2.37 0.800
C -1.77 -9.65 8.50 -0.706
C -0.95 -2.11 0.04 0.022
N -0.89 -0.92 -3.42 0.304
H -4.83 3.39 -0.35 0.413
O -4.62 -1.88 -4.19 -0.501
C -1.12 1.13 -4.87 -0.657
O 4.53 2.37 10.53 -0.514
H 3.04 3.77 8.33 0.285
C -2.23 0.81 -2.48 -0.792
N -4.89 -2.50 -5.21 0.890
N 2.29 7.89 -2.42 0.881
C -1.22 1.46 -11.14 -0.706
N 4.27 3.42 9.98 0.890
O -1.14 -3.54 -4.13 -0.461
H 4.37 6.58 13.06 0.284
H 0.73 -5.11 1.39 0.458
O -6.53 -4.06 -0.30 -0.569
O -4.19 -9.37 2.38 -0.554
H -5.23 2.11 -1.48 0.389
H 0.80 -2.06 -1.15 0.411
H -0.56 -2.90 -1.86 0.442
H 5.46 -2.05 7.93 0.296
H -1.07 -8.85 8.66 0.320
C -1.10 0.89 3.48 -0.612
H -1.74 0.97 -11.96 0.305
H -2.61 -6.46 -8.97 0.324
C -3.14 2.80 -1.44 0.770
C 5.28 6.71 12.49 -0.616
C -0.88 0.63 -1.76 -0.013
H 6.81 -1.35 7.00 0.328
O 4.48 -0.54 5.64 -0.534
C -1.82 0.19 -3.88 0.442
H 5.86 -2.70 6.31 0.284
C 6.26 -2.25 7.22 -0.764
H 3.42 4.92 1.79 0.372
H -0.35 -6.51 1.12 0.269
H 4.88 10.05 -7.05 0.317
C 2.04 5.41 0.26 -0.823
H -1.93 1.89 -10.44 0.256
C -3.82 2.21 -3.65 -1.190
H 1.46 1.34 -0.51 0.423
H -4.49 1.35 -3.60 0.339
N -2.09 -5.15 -7.42 0.678
N -0.44 0.42 -10.42 0.848
H -1.40 -10.59 8.92 0.282
N 3.04 10.35 -6.10 0.866
H -3.44 2.34 -4.66 0.358
O 1.89 10.72 -6.21 -0.521
H 3.93 11.45 -7.63 0.283
H -1.80 -4.94 -9.47 0.300
H 0.51 2.80 -0.96 0.489
H -2.20 -10.97 2.83 0.284
N -5.78 -3.20 0.09 0.982
H -4.97 -4.43 -4.41 0.312
O -1.07 -0.50 -9.93 -0.478
H 0.90 0.71 4.29 0.467
H -3.50 -4.90 -8.93 0.293
H 1.15 4.97 -0.19 0.192
H -4.77 -4.35 -6.19 0.265
C -2.54 -5.39 -8.82 -0.762
O -2.49 -8.10 1.99 -0.525
H 3.43 9.79 -8.07 0.275
N -2.70 2.16 -2.68 0.333
C 3.90 10.41 -7.31 -0.705
N -1.93 -9.86 7.03 0.862
C 4.00 0.48 3.61 -0.188
H 0.40 2.37 4.01 0.368
H -1.11 -0.20 3.55 0.292
O 0.76 0.55 -10.35 -0.521
O 2.32 3.25 1.45 -0.300
O 3.49 7.98 -2.25 -0.535
O -2.42 3.61 -0.93 -0.507
H -0.09 0.80 -5.01 0.877
C 0.61 1.98 -0.25 -0.937
C -0.27 -2.00 -1.31 -1.046
H 4.79 4.07 8.07 0.304
C 4.05 3.41 8.51 -0.729
C -4.34 -3.56 0.20 -0.492
O -1.88 -6.11 -6.71 -0.520
O 4.17 4.50 10.54 -0.565
C -4.46 2.47 -0.80 -1.328
O -2.69 -10.73 6.68 -0.521
C -0.65 1.09 -0.32 -0.798
O -1.95 -3.99 -7.07 -0.295
N 7.18 -3.24 7.84 0.904
H 4.17 2.39 8.15 0.296
C 0.34 1.36 3.61 -0.502
H -1.49 1.64 0.10 0.484
N 5.53 8.16 12.30 0.874
P -0.14 -2.25 -4.36 -0.209
H -2.75 -9.41 8.90 0.274
H 0.15 -0.88 -6.33 0.495
H 1.83 6.46 0.44 0.369
H -2.57 -10.03 4.30 0.166
H 4.12 -0.54 3.26 0.283
H -1.39 -1.75 -6.44 0.214
N 4.22 0.50 5.08 0.893
O 0.87 -7.88 2.94 -0.548
H -1.73 1.34 4.23 0.379
O -6.09 -2.07 0.39 -0.549
H 2.86 5.29 -0.45 0.323
H 4.74 1.14 3.15 0.326